Below is C4H5AgO2 as an isolated structure at a distorted geometry, with properties calculated with ωB97M-V/def2-TZVPD.

Spin multiplicity: 3
Calculated total energy: -451.78306 Eh
ΔE to the lowest compared entry with this formula, charge and spin: 111.0 kcal/mol
E_HOMO (alpha / beta): -14.61 / -18.23 eV
Net charge: +2
M: 193.0 g/mol

Positions of all 12 atoms, in Å:
H 0.27 0.72 2.10
C -0.28 0.53 0.98
C 0.81 1.25 0.67
O 1.82 1.34 0.05
Ag 3.50 2.63 -0.35
H -1.26 1.02 0.94
O -1.25 -0.70 -2.06
C -0.94 -0.96 -0.91
C -0.62 -1.76 0.09
H -1.07 0.22 -2.36
H 0.43 -2.07 0.18
H -1.41 -2.22 0.68